The following is a quantum chemistry calculation of an isolated molecule of C6H14N2O at a distorted geometry, from OMol25.

- Lowest unoccupied orbital energy: 0.033 hartree
- Spin multiplicity: 1
- HOMO-LUMO gap: 10.350 eV
- Structure (SMILES): C=C(C)[C@](N)(O)NCC
- Energy above the lowest of the compared OMol25 structures with the same formula, charge and spin: 186.5 kJ/mol
- Electronic energy: -11475.83737 eV

XYZ file:
```
23
Properties=species:S:1:pos:R:3:forces:R:3
O 0.78574 0.88954 -0.75007 -0.443 -0.362 0.118
N -1.52442 0.81036 -0.32976 -0.390 0.026 -0.265
N 0.04120 -0.42781 0.99117 1.584 1.128 1.662
C -0.32060 0.02128 -0.31128 0.940 1.032 -0.381
C 0.54933 -2.28070 -1.15162 -0.154 0.018 0.432
C 0.37598 0.67808 2.07324 -1.873 -1.574 -0.061
C -0.39985 -1.13119 -1.31387 0.035 0.137 -0.250
C -1.16507 -1.03188 -2.39363 -0.687 -0.352 0.175
C 1.02297 2.03102 1.85848 -0.072 -0.032 -1.119
H 0.51369 1.32210 -1.56486 -0.141 -0.034 -0.157
H -1.29520 -1.86509 -3.07776 0.404 0.101 -0.068
H 0.89178 -0.97952 0.93544 -0.130 -0.020 -0.242
H -1.54794 1.54237 0.36854 0.298 -0.096 0.043
H 2.04269 1.92688 1.51256 0.236 0.027 -0.258
H 0.92124 0.15584 2.86408 -0.060 -0.236 -0.271
H 1.07033 2.58478 2.79846 -0.292 -0.140 0.034
H -0.62858 0.82646 2.48122 0.146 0.283 0.249
H 1.57953 -1.94293 -1.28066 0.023 -0.005 0.013
H 0.45485 -2.71440 -0.15419 0.069 -0.109 -0.047
H 0.33650 -3.05642 -1.88200 0.037 -0.002 -0.071
H -2.34921 0.23379 -0.20785 0.151 -0.041 0.005
H -1.81931 -0.19337 -2.56592 -0.023 0.217 0.074
H 0.46437 2.60083 1.10028 0.344 0.033 0.385
```
Forces are in eV/Å.